Computed, not measured: a molecular structure, C18H40Cl2Cu2N3O10P, with wB97M-V/def2-TZVPD.

Each line ends with the Löwdin charge.
Positions of all 76 atoms, in Å:
1 Cu 27.723 18.721 5.906  0.622
2 Cu 29.673 16.759 2.191  0.481
3 C 27.666 16.809 4.052  -1.010
4 O 26.600 17.196 4.590  -0.074
5 O 28.797 17.419 4.224  -0.153
6 O 27.752 15.857 3.272  -0.062
7 C 30.875 14.255 5.182  -0.326
8 O 32.042 14.327 5.580  -0.025
9 N 30.181 13.160 5.497  -0.182
10 C 28.840 12.998 5.088  -0.094
11 C 30.951 11.847 5.753  -0.003
12 H 30.195 15.038 4.812  0.127
13 H 28.438 12.016 5.339  0.093
14 H 28.608 13.311 4.070  0.081
15 H 28.255 13.778 5.574  0.086
16 H 32.012 11.901 5.999  0.077
17 H 30.425 11.455 6.624  0.077
18 H 30.786 11.163 4.921  0.079
19 C 31.237 19.243 2.229  -0.344
20 O 30.576 18.834 1.256  -0.032
21 N 32.017 20.243 2.123  -0.176
22 C 32.732 20.867 3.236  -0.025
23 C 32.237 20.938 0.894  -0.034
24 H 31.051 18.888 3.254  0.144
25 H 32.125 21.725 3.525  0.089
26 H 33.781 21.045 3.000  0.097
27 H 32.754 20.090 4.001  0.094
28 H 32.739 21.888 1.078  0.092
29 H 32.949 20.453 0.227  0.100
30 H 31.294 20.961 0.347  0.087
31 C 29.696 21.907 5.270  -0.352
32 O 30.344 20.912 5.365  0.034
33 N 28.540 22.049 4.510  -0.167
34 C 27.669 23.259 4.500  -0.040
35 C 28.175 20.894 3.641  -0.045
36 H 29.860 22.892 5.735  0.135
37 H 26.638 23.029 4.230  0.087
38 H 28.103 23.980 3.807  0.082
39 H 27.705 23.787 5.453  0.079
40 H 28.023 21.274 2.631  0.095
41 H 28.936 20.117 3.573  0.062
42 H 27.288 20.390 4.024  0.072
43 Cl 22.449 16.220 4.526  0.511
44 C 23.698 15.241 3.630  -0.638
45 C 24.499 14.418 4.545  -0.664
46 Cl 23.688 12.873 5.049  0.499
47 H 24.370 15.995 3.222  0.051
48 H 23.264 14.592 2.869  0.068
49 H 24.768 14.945 5.460  0.067
50 H 25.427 14.061 4.098  0.064
51 C 24.364 15.808 -0.505  -0.062
52 C 25.847 15.611 -0.318  -0.287
53 O 26.465 16.578 -1.139  -0.180
54 P 27.350 17.777 -0.495  0.554
55 O 28.447 17.369 0.402  -0.221
56 O 27.887 18.597 -1.839  -0.152
57 C 28.640 19.754 -1.632  -0.358
58 C 29.206 20.500 -2.722  -0.091
59 O 26.146 18.653 0.095  -0.185
60 C 26.027 18.911 1.485  -0.229
61 C 25.125 20.197 1.445  -0.053
62 H 24.087 15.514 -1.518  0.079
63 H 23.914 15.184 0.267  0.076
64 H 24.191 16.878 -0.620  0.077
65 H 26.187 15.584 0.717  0.111
66 H 26.079 14.602 -0.659  0.121
67 H 27.998 20.511 -1.182  0.120
68 H 29.461 19.406 -1.005  0.106
69 H 29.970 19.884 -3.195  0.085
70 H 28.500 20.670 -3.536  0.089
71 H 29.690 21.415 -2.381  0.091
72 H 25.479 18.114 1.988  0.114
73 H 26.950 19.080 2.039  0.096
74 H 24.166 19.976 0.977  0.077
75 H 25.004 20.633 2.437  0.063
76 H 25.626 20.965 0.855  0.067

The calculation puts the gap between HOMO and LUMO at 6.465 eV. As for the energy: -6169.21910 hartree. The calculation puts the LUMO energy at -1.1 eV. As for the largest force on an atom: 4.76 eV/A.



Computed, not measured: 2 unconnected molecules or ions with the total composition C4H12N2O, with wB97M-V/def2-TZVPD.

Each line ends with the Löwdin charge.
Positions of all 19 atoms, in Å:
1 C 0.778 0.429 -1.968  0.045
2 C 0.823 1.016 -0.784  -0.406
3 N 1.986 1.774 -0.326  0.048
4 C -0.175 0.755 0.307  -0.164
5 C 0.242 -0.356 1.288  -0.252
6 N -0.463 -1.600 1.001  -0.016
7 H 1.516 0.558 -2.739  0.055
8 H -0.059 -0.216 -2.231  0.062
9 H 2.291 2.465 -1.007  0.071
10 H 2.767 1.123 -0.353  0.071
11 H -0.445 1.692 0.785  0.113
12 H -1.080 0.421 -0.202  0.091
13 H 1.332 -0.472 1.293  0.107
14 H -0.034 0.011 2.272  0.109
15 H -0.136 -1.973 0.117  0.085
16 H -0.306 -2.293 1.725  0.089
17 O -3.265 -1.350 0.423  -0.103
18 H -2.285 -1.439 0.457  -0.024
19 H -3.487 -0.545 -0.057  0.017

The calculation puts the gap between HOMO and LUMO at 10.524 eV. The energy relative to the best compared isomer or geometry (same formula, charge and spin) comes out at 1.666 eV. As for the SMILES: C=C(N)CCN.O. As for the energy: -344.32380 hartree. The calculation puts the LUMO energy at 0.8 eV. As for the largest force on an atom: 1.14 eV/A.



Computed, not measured: a single C6H5N2P molecule, with wB97M-V/def2-TZVPD.

Each line ends with the Löwdin charge.
Positions of all 14 atoms, in Å:
1 N 2.478 1.503 1.751  0.136
2 C 1.519 0.922 1.496  -0.300
3 C 0.273 0.357 1.032  -0.106
4 C -0.723 -0.403 1.527  -0.091
5 C -1.657 -1.022 0.664  -0.087
6 C -1.357 -1.161 -0.675  -0.127
7 N -0.421 -0.423 -1.394  0.030
8 C 0.483 0.274 -0.808  -0.465
9 P 1.749 1.321 -1.427  0.858
10 H -0.833 -0.674 2.625  0.139
11 H -2.517 -1.579 1.045  0.107
12 H -2.071 -1.853 -1.190  0.115
13 H 0.908 2.157 -2.144  -0.096
14 H 2.167 0.583 -2.502  -0.113

The calculation puts the gap between HOMO and LUMO at 8.956 eV. The energy relative to the best compared isomer or geometry (same formula, charge and spin) comes out at 1.669 eV. As for the SMILES: N#Cc1cccnc1P. As for the energy: -682.37582 hartree. The calculation puts the LUMO energy at -0.5 eV. As for the largest force on an atom: 6.10 eV/A.



Computed, not measured: a molecular structure, C28H30N6O5ReS3, with wB97M-V/def2-TZVPD.

Each line ends with the Löwdin charge.
Positions of all 73 atoms, in Å:
1 Re -0.337 -0.723 0.735  1.441
2 N 0.576 -1.767 4.863  0.088
3 C 0.101 -1.196 3.731  -0.817
4 S -0.704 -2.242 2.574  0.665
5 N 0.223 0.085 3.601  0.032
6 N -0.283 0.517 2.386  -0.141
7 C -0.816 1.689 2.355  -0.153
8 C -0.709 2.688 3.446  -0.177
9 C -1.859 3.296 3.941  -0.038
10 C -1.780 4.206 4.989  -0.073
11 C -0.548 4.526 5.537  -0.081
12 C 0.608 3.937 5.031  -0.070
13 C 0.528 3.020 3.997  -0.027
14 C -1.675 1.953 1.175  -0.233
15 C -2.101 3.222 0.831  -0.017
16 C -2.923 3.375 -0.277  -0.033
17 C -3.290 2.261 -1.008  -0.071
18 C -2.814 1.024 -0.608  -0.115
19 N -2.038 0.875 0.462  0.020
20 H 0.350 -2.721 5.067  0.082
21 H 0.896 -1.163 5.600  0.102
22 H -2.826 3.034 3.525  0.121
23 H -2.686 4.653 5.382  0.105
24 H -0.486 5.228 6.360  0.104
25 H 1.574 4.188 5.452  0.106
26 H 1.424 2.553 3.608  0.116
27 H -1.767 4.073 1.407  0.122
28 H -3.263 4.361 -0.570  0.115
29 H -3.912 2.343 -1.888  0.102
30 H -3.048 0.119 -1.160  0.114
31 O -0.004 -4.496 -4.012  0.050
32 C 0.140 -5.017 -2.786  -0.270
33 C 0.494 -6.365 -2.702  -0.021
34 C 0.664 -6.970 -1.474  -0.088
35 C 0.494 -6.246 -0.295  -0.090
36 C 0.144 -4.912 -0.371  -0.024
37 C -0.051 -4.276 -1.602  -0.065
38 C -0.460 -2.851 -1.608  -0.374
39 O -0.652 -2.270 -0.456  -0.272
40 N -0.624 -2.248 -2.740  0.016
41 N -1.133 -0.959 -2.625  -0.046
42 C -0.952 -0.274 -3.676  -0.908
43 S -0.124 -0.880 -5.118  0.934
44 C -0.120 0.720 -5.973  -0.534
45 C -1.375 1.475 -5.577  -0.528
46 S -1.493 1.403 -3.775  0.920
47 H -0.271 -3.549 -3.880  0.051
48 H 0.630 -6.915 -3.625  0.115
49 H 0.935 -8.020 -1.432  0.101
50 H 0.639 -6.720 0.667  0.097
51 H 0.023 -4.325 0.529  0.083
52 H -0.098 0.520 -7.045  0.076
53 H 0.775 1.270 -5.688  0.071
54 H -2.262 1.013 -6.008  0.075
55 H -1.331 2.526 -5.868  0.078
56 C 1.019 2.784 -0.927  -0.037
57 C 1.431 1.337 -0.715  -0.488
58 C 2.224 0.805 -1.894  -0.027
59 O 0.260 0.531 -0.579  -0.343
60 H 1.897 3.403 -1.127  0.086
61 H 0.510 3.177 -0.044  0.062
62 H 0.331 2.845 -1.778  0.061
63 H 2.047 1.280 0.182  0.119
64 H 1.609 0.862 -2.800  0.068
65 H 2.492 -0.241 -1.733  0.082
66 H 3.135 1.391 -2.043  0.087
67 C 3.825 -0.778 1.796  -0.053
68 O 2.417 -0.507 1.723  -0.160
69 C 1.684 -1.279 0.860  -0.572
70 O 2.203 -2.151 0.203  0.025
71 H 4.331 0.183 1.856  0.085
72 H 4.154 -1.331 0.923  0.082
73 H 4.028 -1.360 2.694  0.089

Its multiplicity is 2. The calculation puts the gap between HOMO and LUMO (alpha / beta) at 6.191 / 6.043 eV. The energy relative to the best compared isomer or geometry (same formula, charge and spin) comes out at 1.987 eV. As for the energy: -3062.56293 hartree. As for the expectation value of S²: 0.76. The calculation puts the LUMO energy (alpha / beta) at -1.3 / -1.1 eV. As for the largest force on an atom: 1.70 eV/A.